Here is 15 unconnected molecules or ions with the total composition C60H165N15O15 at a distorted geometry from OMol25. Energies are from ωB97M-V/def2-TZVPD.

Computed properties:
* frontier orbital gap: 0.324 hartree
* max |F|: 2.73 eV/A
* 2S+1: 1
* energy relative to the best compared isomer or geometry (same formula, charge and spin): 5.532 eV
* HOMO level: -0.3126 hartree
* LUMO level: 0.314 eV

Last columns: bonded neighbours and bond lengths (Å).
Cartesian coordinates (Å):
1 N 5.306 6.043 -2.885  C162 1.469, H169 1.017, H180 1.016
2 C -7.885 -3.389 2.634  H40 1.091, H159 1.089, C211 1.526, H212 1.091
3 N 4.310 -1.465 3.065  C142 1.474, H189 1.024, H249 1.028
4 H 2.085 -2.590 -5.042  C183 1.105
5 H 3.235 1.224 3.130  C7 1.088
6 H 3.877 2.320 5.482  C242 1.089
7 C 2.618 1.200 4.026  H5 1.088, H48 1.093, H83 1.090, C242 1.553
8 H -1.998 -0.961 -2.786  C153 1.093
9 H 4.093 -0.680 0.068  N152 1.033
10 H -4.181 0.092 1.921  C56 1.096
11 H -4.186 -3.903 0.218  C103 1.098
12 H -3.781 5.006 1.774  N51 1.019
13 H 2.168 3.480 0.036  C49 1.097
14 H 3.409 0.919 -3.181  C117 1.099
15 H 7.584 -4.825 5.612  C128 1.090
16 H 2.214 -7.155 -4.148  N163 1.013
17 H -7.449 -1.173 0.216  N30 1.014
18 H -7.075 6.245 -1.863  C124 1.091
19 H 0.098 -4.119 -2.111  C221 1.096
20 H -0.226 -3.874 -4.579  C206 1.096
21 H -1.967 -2.987 4.728  N85 1.021
22 H 5.650 -1.017 -2.947  C207 1.095
23 O 7.422 -0.848 -1.288  C175 1.413, C185 1.411
24 H 4.146 -0.608 5.304  N194 1.014
25 H 9.359 -0.498 -1.770  C175 1.096
26 O 0.153 -2.074 -5.590  C183 1.406, C206 1.411
27 C 5.769 3.767 -1.971  H47 1.094, H106 1.088, H129 1.091, C162 1.533
28 H 5.142 0.409 6.079  N194 1.014
29 H -0.677 3.479 2.829  C43 1.096
30 N -7.636 -2.086 0.613  H17 1.014, H196 1.010, C211 1.464
31 N 7.654 0.263 -4.231  H45 1.011, C62 1.471, H236 1.008
32 H -9.686 0.745 -3.415  C248 1.092
33 H -2.505 0.218 0.111  C243 1.091
34 C -2.755 -1.121 4.866  N85 1.469, C127 1.521, H131 1.096, C154 1.547
35 H 1.392 -1.328 -1.213  C112 1.104
36 H -0.247 -6.741 2.091  C114 1.094
37 H 5.661 1.206 1.854  C186 1.094
38 H -5.679 -0.712 0.401  C148 1.094
39 H 3.542 -0.548 -2.131  C117 1.095
40 H -7.901 -3.402 3.724  C2 1.091
41 C -2.903 6.651 2.439  N51 1.481, C144 1.535, C147 1.526, H204 1.092
42 H -3.781 -2.241 0.722  C103 1.095
43 C -0.447 3.961 1.872  H29 1.096, H113 1.093, H208 1.087, O215 1.419
44 H -6.072 4.893 0.615  C150 1.097
45 H 7.863 -0.071 -3.299  N31 1.011
46 H 6.705 1.665 -6.155  C77 1.092
47 H 6.632 3.687 -2.640  C27 1.094
48 H 1.930 2.041 3.914  C7 1.093
49 C 1.872 3.199 -0.982  H13 1.097, H63 1.100, O72 1.400, H188 1.090
50 O -2.237 -3.646 0.650  C103 1.414, C108 1.408
51 N -4.123 5.829 2.267  H12 1.019, C41 1.481, H222 1.017
52 N -8.390 3.575 -0.211  C70 1.473, H156 1.016, H192 1.019
53 C -1.109 -4.763 2.440  H90 1.093, C108 1.530, C114 1.519, N132 1.471
54 H -0.779 2.169 4.791  C250 1.101
55 H 4.605 4.221 -3.664  C162 1.099
56 C -5.069 0.613 2.296  H10 1.096, H98 1.093, H130 1.092, O173 1.412
57 C -6.044 -0.897 -1.752  H116 1.092, C148 1.516, C157 1.530, N224 1.470
58 C -4.400 2.752 0.425  H87 1.094, H168 1.095, O172 1.417, H234 1.086
59 H 6.520 -1.391 4.728  C229 1.097
60 H -0.765 -1.795 -0.523  C216 1.093
61 H -2.266 -2.974 2.669  C108 1.093
62 C 6.215 0.481 -4.445  N31 1.471, C77 1.519, H182 1.099, C207 1.513
63 H 1.015 3.856 -1.195  C49 1.100
64 H -0.641 -5.351 -3.194  C221 1.088
65 O 7.348 -3.273 4.270  C128 1.404, C229 1.416
66 C -4.019 2.855 -3.347  C76 1.528, N102 1.466, C135 1.509, H139 1.101
67 H -1.973 -6.806 2.275  C114 1.093
68 H 9.151 -1.794 -0.577  C175 1.092
69 H -5.479 -2.100 1.989  C195 1.099
70 C -7.394 4.261 -1.052  N52 1.473, H93 1.091, C124 1.516, C150 1.549
71 H -7.413 0.446 -0.796  C157 1.098
72 O 2.934 3.319 -1.887  C49 1.400, C226 1.406
73 H 4.973 1.224 -6.082  C77 1.092
74 H -5.980 -1.427 3.470  C195 1.097
75 H 8.849 -2.094 -2.263  C175 1.088
76 C -4.686 2.361 -4.630  C66 1.528, H79 1.090, H107 1.090, H199 1.092
77 C 5.992 0.880 -5.893  H46 1.092, C62 1.519, H73 1.092, H136 1.094
78 H -0.816 -0.204 5.049  C154 1.095
79 H -5.661 2.821 -4.788  C76 1.090
80 H -8.806 2.165 -2.855  C248 1.093
81 H 3.923 -4.070 2.593  C203 1.087
82 H 2.234 -0.344 -3.316  C117 1.092
83 H 2.074 0.258 4.096  C7 1.090
84 H -8.422 -1.298 2.335  C211 1.096
85 N -2.272 -2.366 5.478  H21 1.021, C34 1.469, H190 1.017
86 C 4.466 -4.947 -4.393  H88 1.092, O121 1.419, H125 1.093, H141 1.089
87 H -3.677 3.283 -0.201  C58 1.094
88 H 3.741 -4.421 -5.017  C86 1.092
89 H -0.278 -1.529 1.205  C216 1.101
90 H -0.207 -4.306 2.025  C53 1.093
91 H -1.682 1.607 0.825  C243 1.088
92 H 4.688 2.370 7.594  C235 1.093
93 H -7.209 3.816 -2.031  C70 1.091
94 H 3.471 5.151 -0.985  C226 1.099
95 H 0.083 -5.706 -1.618  C221 1.094
96 H 6.113 -3.966 5.789  C128 1.097
97 C 2.846 -4.987 -2.647  O121 1.407, C151 1.582, H217 1.096, H233 1.091
98 H -5.015 0.801 3.372  C56 1.093
99 H 2.462 -0.750 1.448  N201 1.019
100 C 3.339 -2.268 -7.494  H115 1.099, C166 1.527, H228 1.089, H232 1.089
101 H 4.468 -2.903 4.587  C142 1.095
102 N -3.948 4.315 -3.450  C66 1.466, H167 1.015, H245 1.020
103 C -3.438 -3.102 0.139  H11 1.098, H42 1.095, O50 1.414, H138 1.088
104 H -0.270 -5.423 4.127  N132 1.019
105 O 3.149 1.066 7.764  C235 1.417, C240 1.397
106 H 5.332 2.783 -1.818  C27 1.088
107 H -4.078 2.456 -5.530  C76 1.090
108 C -2.283 -3.868 2.040  O50 1.408, C53 1.530, H61 1.093, H120 1.099
109 H 3.909 2.308 9.206  C235 1.086
110 C 5.804 0.350 -0.130  N152 1.465, C185 1.505, C186 1.512, H213 1.100
111 H 1.554 -7.252 -2.679  N163 1.016
112 C 1.345 -1.459 -0.118  H35 1.104, C146 1.546, N201 1.442, C216 1.521
113 H 0.505 4.472 2.033  C43 1.093
114 C -1.164 -6.179 1.892  H36 1.094, C53 1.519, H67 1.093, H246 1.094
115 H 3.004 -3.007 -8.235  C100 1.099
116 H -6.722 -1.753 -1.791  C57 1.092
117 C 3.296 -0.173 -3.130  H14 1.099, H39 1.095, H82 1.092, O252 1.404
118 H 6.889 -1.763 3.057  C229 1.092
119 H 2.952 -0.430 -5.522  N164 1.032
120 H -3.199 -4.422 2.286  C108 1.099
121 O 3.918 -5.641 -3.283  C86 1.419, C97 1.407
122 H 1.385 -3.632 -6.249  C183 1.098
123 H -4.570 -0.157 -2.978  N224 1.022
124 C -7.821 5.697 -1.285  H18 1.091, C70 1.516, H160 1.093, H238 1.093
125 H 5.221 -4.231 -4.057  C86 1.093
126 H -4.087 8.299 3.415  C144 1.087
127 C -3.357 -0.252 5.959  C34 1.521, H140 1.096, H177 1.091, H220 1.087
128 C 7.173 -3.817 5.552  H15 1.090, O65 1.404, H96 1.097, H205 1.094
129 H 6.112 4.165 -1.015  C27 1.091
130 H -5.174 1.593 1.828  C56 1.092
131 H -3.511 -1.303 4.095  C34 1.096
132 N -1.013 -4.759 3.908  C53 1.471, H104 1.019, H218 1.021
133 H -4.406 -0.116 -0.657  C148 1.093
134 H -1.570 -2.711 -4.668  C206 1.087
135 C -2.702 2.166 -3.087  C66 1.509, H161 1.104, H174 1.100, O178 1.413
136 H 6.129 0.111 -6.659  C77 1.094
137 H 5.411 -3.428 1.748  C203 1.090
138 H -3.337 -2.847 -0.914  C103 1.088
139 H -4.709 2.663 -2.511  C66 1.101
140 H -4.177 -0.834 6.396  C127 1.096
141 H 4.940 -5.714 -5.005  C86 1.089
142 C 5.036 -2.573 3.712  N3 1.474, H101 1.095, C203 1.544, C229 1.523
143 H -0.767 6.302 2.833  C147 1.098
144 C -3.246 7.629 3.572  C41 1.535, H126 1.087, H214 1.094, H225 1.097
145 H 5.333 -1.599 -0.433  N152 1.018
146 C 1.893 -2.885 0.116  C112 1.546, H155 1.086, H170 1.088, H179 1.093
147 C -1.698 5.744 2.665  C41 1.526, H143 1.098, H165 1.099, O215 1.411
148 C -5.144 -0.912 -0.532  H38 1.094, C57 1.516, H133 1.093, H210 1.090
149 H -9.471 1.007 -1.673  C248 1.094
150 C -6.042 4.284 -0.297  H44 1.097, C70 1.549, O172 1.406, H200 1.101
151 C 1.475 -5.369 -3.339  C97 1.582, N163 1.469, C221 1.529, H237 1.091
152 N 5.093 -0.876 0.242  H9 1.033, C110 1.465, H145 1.018
153 C -1.636 0.056 -2.960  H8 1.093, O178 1.410, H241 1.094, H254 1.095
154 C -1.535 -0.398 4.246  C34 1.547, H78 1.095, O171 1.419, H231 1.096
155 H 2.952 -2.920 -0.122  C146 1.086
156 H -8.645 4.150 0.587  N52 1.016
157 C -6.914 0.361 -1.770  C57 1.530, H71 1.098, O158 1.419, H191 1.094
158 O -7.904 0.223 -2.777  C157 1.419, C248 1.409
159 H -8.833 -3.707 2.204  C2 1.089
160 H -8.009 6.278 -0.379  C124 1.093
161 H -2.030 2.361 -3.941  C135 1.104
162 C 4.772 4.689 -2.684  N1 1.469, C27 1.533, H55 1.099, C226 1.521
163 N 1.441 -6.816 -3.589  H16 1.013, H111 1.016, C151 1.469
164 N 2.417 -0.311 -6.397  H119 1.032, C166 1.485, H219 1.021
165 H -1.864 5.207 3.609  C147 1.099
166 C 2.063 -1.656 -6.919  C100 1.527, N164 1.485, C183 1.505, H184 1.094
167 H -4.900 4.668 -3.417  N102 1.015
168 H -4.253 3.158 1.432  C58 1.095
169 H 4.596 6.532 -3.426  N1 1.017
170 H 1.288 -3.566 -0.478  C146 1.088
171 O -1.978 0.849 3.734  C154 1.419, C250 1.404
172 O -5.731 2.940 -0.021  C58 1.417, C150 1.406
173 O -6.173 -0.135 1.833  C56 1.412, C195 1.421
174 H -2.087 2.595 -2.283  C135 1.100
175 C 8.730 -1.347 -1.480  O23 1.413, H25 1.096, H68 1.092, H75 1.088
176 H 2.702 5.229 -2.515  C226 1.105
177 H -3.867 0.607 5.521  C127 1.091
178 O -2.854 0.762 -3.039  C135 1.413, C153 1.410
179 H 1.788 -3.073 1.188  C146 1.093
180 H 6.079 5.871 -3.522  N1 1.016
181 H 4.283 1.581 0.747  C186 1.092
182 H 5.973 1.378 -3.858  C62 1.099
183 C 1.420 -2.584 -5.923  H4 1.105, O26 1.406, H122 1.098, C166 1.505
184 H 1.388 -1.363 -7.729  C166 1.094
185 C 7.278 0.058 -0.216  O23 1.411, C110 1.505, H209 1.101, H223 1.099
186 C 5.362 1.434 0.827  H37 1.094, C110 1.512, H181 1.092, H251 1.093
187 H 2.092 0.041 6.367  C240 1.091
188 H 1.446 2.196 -0.987  C49 1.090
189 H 4.687 -0.587 3.434  N3 1.024
190 H -3.087 -2.822 5.882  N85 1.017
191 H -6.296 1.251 -1.917  C157 1.094
192 H -7.858 2.824 0.224  N52 1.019
193 H -0.209 -2.550 -3.547  C206 1.098
194 N 4.513 0.337 5.287  H24 1.014, H28 1.014, C242 1.471
195 C -6.246 -1.433 2.406  H69 1.099, H74 1.097, O173 1.421, C211 1.519
196 H -8.450 -2.437 0.129  N30 1.010
197 H -0.080 1.533 3.354  C250 1.095
198 H 5.890 -1.627 -4.543  C207 1.092
199 H -4.870 1.288 -4.539  C76 1.092
200 H -5.274 4.759 -0.928  C150 1.101
201 N 2.210 -0.483 0.498  H99 1.019, C112 1.442, H239 1.016
202 H 1.675 1.775 6.473  C240 1.100
203 C 4.949 -3.726 2.690  H81 1.087, H137 1.090, C142 1.544, H227 1.094
204 H -2.820 7.280 1.551  C41 1.092
205 H 7.634 -3.189 6.321  C128 1.094
206 C -0.492 -2.811 -4.575  H20 1.096, O26 1.411, H134 1.087, H193 1.098
207 C 5.487 -0.769 -4.001  H22 1.095, C62 1.513, H198 1.092, O252 1.416
208 H -0.386 3.174 1.126  C43 1.087
209 H 7.896 0.934 -0.466  C185 1.101
210 H -4.616 -1.848 -0.351  C148 1.090
211 C -7.618 -1.994 2.074  C2 1.526, N30 1.464, H84 1.096, C195 1.519
212 H -7.092 -4.079 2.341  C2 1.091
213 H 5.528 0.663 -1.148  C110 1.100
214 H -3.414 7.161 4.546  C144 1.094
215 O -1.487 4.878 1.571  C43 1.419, C147 1.411
216 C -0.132 -1.221 0.158  H60 1.093, H89 1.101, C112 1.521, O247 1.413
217 H 2.891 -3.894 -2.710  C97 1.096
218 H -1.794 -5.268 4.324  N132 1.021
219 H 1.501 0.053 -6.129  N164 1.021
220 H -2.704 0.049 6.774  C127 1.087
221 C 0.196 -5.124 -2.538  H19 1.096, H64 1.088, H95 1.094, C151 1.529
222 H -4.450 5.431 3.144  N51 1.017
223 H 7.657 -0.219 0.778  C185 1.099
224 N -5.200 -0.962 -2.954  C57 1.470, H123 1.022, H244 1.018
225 H -2.359 8.260 3.707  C144 1.097
226 C 3.440 4.629 -1.953  O72 1.406, H94 1.099, C162 1.521, H176 1.105
227 H 5.567 -4.563 3.032  C203 1.094
228 H 3.892 -1.554 -8.103  C100 1.089
229 C 6.486 -2.189 3.978  H59 1.097, O65 1.416, H118 1.092, C142 1.523
230 H -1.469 2.778 3.310  C250 1.087
231 H -1.048 -0.931 3.421  C154 1.096
232 H 4.032 -2.781 -6.828  C100 1.089
233 H 2.880 -5.345 -1.617  C97 1.091
234 H -4.173 1.692 0.500  C58 1.086
235 C 3.739 2.300 8.133  H92 1.093, O105 1.417, H109 1.086, H253 1.094
236 H 8.199 1.083 -4.446  N31 1.008
237 H 1.505 -4.823 -4.284  C151 1.091
238 H -8.780 5.691 -1.810  C124 1.093
239 H 1.707 0.399 0.460  N201 1.016
240 C 2.493 1.042 6.531  O105 1.397, H187 1.091, H202 1.100, C242 1.545
241 H -0.992 0.071 -3.843  C153 1.094
242 C 3.434 1.335 5.340  H6 1.089, C7 1.553, N194 1.471, C240 1.545
243 C -1.642 0.527 0.703  H33 1.091, H91 1.088, O247 1.423, H255 1.091
244 H -5.867 -0.838 -3.713  N224 1.018
245 H -3.553 4.744 -2.614  N102 1.020
246 H -1.229 -6.213 0.801  C114 1.094
247 O -0.455 0.147 0.018  C216 1.413, C243 1.423
248 C -8.993 1.107 -2.652  H32 1.092, H80 1.093, H149 1.094, O158 1.409
249 H 4.594 -1.393 2.079  N3 1.028
250 C -1.035 1.888 3.758  H54 1.101, O171 1.404, H197 1.095, H230 1.087
251 H 5.730 2.452 0.670  C186 1.093
252 O 4.079 -0.727 -4.155  C117 1.404, C207 1.416
253 H 3.140 3.182 7.887  C235 1.094
254 H -1.102 0.343 -2.048  C153 1.095
255 H -1.714 0.030 1.672  C243 1.091